(1)
Formula: C17H52NO10Y
Source: the OMol25 dataset
Level of theory: ωB97M-V with the def2-TZVPD basis set

Its HOMO-LUMO gap is 3.626 eV. The molecular weight comes out at 519.51 g mol⁻¹. As for the net charge: +3. The value obtained for the LUMO energy is -0.458 Eh. The value obtained for the maximum force is 6.7 eV Å⁻¹. As for the spin multiplicity: 2.

Each line ends with the Löwdin charge.
Atoms and positions in Å:
Y (-2.739, -3.761, -1.093)  2.1773
C (-1.832, 0.763, 0.167)  -0.0723
C (-2.146, -0.071, -1.024)  -0.3400
O (-2.519, -1.419, -0.787)  -0.3893
H (-0.799, 0.660, 0.498)  0.0743
H (-2.520, 0.849, 1.008)  0.0837
H (-1.837, 1.761, -0.271)  0.0969
H (-1.224, 0.019, -1.599)  0.1057
H (-2.855, 0.322, -1.752)  0.1171
O (-2.864, -0.910, -4.396)  -0.0278
H (-1.963, -0.943, -4.716)  0.0349
H (-3.050, 0.024, -4.300)  0.0685
O (-4.158, -2.794, -2.887)  -0.0827
H (-5.114, -2.757, -2.904)  0.1015
H (-3.880, -2.051, -3.423)  0.0197
O (-5.373, -0.657, 0.498)  -0.0163
H (-6.110, -0.951, -0.038)  0.0737
H (-4.597, -0.937, 0.013)  0.0003
O (-1.352, -0.269, 3.641)  -0.0319
H (-1.229, 0.076, 4.526)  0.0772
H (-2.298, -0.234, 3.499)  0.0072
O (-5.062, 2.323, -0.124)  -0.0300
H (-5.111, 1.706, 0.606)  0.0051
H (-4.125, 2.408, -0.303)  0.0098
O (-0.742, -1.712, 1.636)  -0.0714
H (-1.442, -1.552, 1.003)  -0.0541
H (-0.897, -1.074, 2.332)  -0.0423
C (3.265, -1.563, -0.121)  -0.0125
C (3.835, -0.086, -0.182)  -0.3926
C (2.551, 0.734, -0.603)  -0.1314
C (2.635, 2.214, -0.343)  -0.1832
C (3.006, 2.448, 1.101)  -0.0832
C (4.367, 1.707, 1.578)  -0.4156
N (4.239, 0.247, 1.166)  0.0917
O (5.189, -0.675, 1.667)  0.1131
C (5.507, 2.439, 0.927)  -0.0021
C (4.661, 1.787, 3.118)  0.0008
C (5.000, -0.115, -1.248)  0.0282
H (2.966, -1.872, -1.122)  0.0754
H (2.286, -1.663, 0.348)  0.0737
H (3.895, -2.281, 0.403)  0.0924
H (2.566, 0.712, -1.693)  0.0970
H (1.527, 0.382, -0.471)  0.1099
H (1.709, 2.684, -0.675)  0.1280
H (3.367, 2.642, -1.028)  0.1162
H (2.318, 2.142, 1.889)  0.1239
H (3.281, 3.502, 1.143)  0.1333
H (6.235, 1.695, 0.603)  0.0984
H (5.212, 2.783, -0.065)  0.0863
H (5.885, 3.193, 1.618)  0.1200
H (5.689, 1.443, 3.231)  0.0995
H (4.683, 2.766, 3.597)  0.1089
H (3.824, 1.216, 3.522)  0.0899
H (4.879, -0.892, -2.002)  0.0961
H (5.958, -0.396, -0.810)  0.0942
H (5.237, 0.850, -1.697)  0.0933
H (4.681, -0.964, 2.429)  0.1454
C (1.027, -1.400, -3.817)  -0.0502
C (1.010, 0.021, -4.315)  -0.4426
C (1.799, 0.254, -5.623)  -0.0370
O (-0.384, 0.434, -4.568)  -0.0827
H (0.370, -1.443, -2.948)  0.0547
H (2.035, -1.502, -3.415)  0.0762
H (0.777, -2.114, -4.602)  0.0964
H (1.418, 0.690, -3.558)  0.1119
H (1.268, -0.224, -6.446)  0.0888
H (2.760, -0.253, -5.714)  0.0876
H (1.956, 1.274, -5.974)  0.0895
H (-0.301, 1.291, -4.994)  0.0968
C (-5.117, -2.208, 3.682)  -0.0483
C (-4.883, -0.716, 3.987)  -0.5001
C (-4.115, -0.323, 5.300)  -0.0124
O (-4.174, -0.220, 2.964)  -0.0830
H (-5.672, -2.529, 2.801)  0.0597
H (-5.775, -2.576, 4.469)  0.0870
H (-4.190, -2.781, 3.654)  0.0726
H (-5.888, -0.295, 3.963)  0.1438
H (-3.373, -1.104, 5.467)  0.0722
H (-4.776, -0.634, 6.109)  0.0913
H (-3.633, 0.655, 5.285)  0.0914
H (-4.759, -0.193, 2.204)  0.0467

---

(2)
Formula: C17H53AsCsF6N3O11
Source: the OMol25 dataset
Level of theory: ωB97M-V with the def2-TZVPD basis set

Its HOMO-LUMO gap is 9.619 eV. The molecular weight comes out at 797.44 g mol⁻¹. As for the net charge: 0. The value obtained for the LUMO energy is -0.001 Eh. The value obtained for the maximum force is 4.2 eV Å⁻¹.

Each line ends with the Löwdin charge.
Atoms and positions in Å:
Cs (0.760, 0.240, -0.255)  1.1083
As (0.842, 4.128, -0.427)  0.7799
F (1.728, 2.878, 0.479)  -0.3861
F (2.350, 4.794, -0.982)  -0.2419
F (-0.079, 5.120, -1.505)  -0.2321
F (-0.646, 3.395, 0.096)  -0.2628
F (0.762, 5.265, 0.913)  -0.2451
F (0.977, 2.935, -1.750)  -0.3416
C (1.080, -4.808, 0.318)  0.0075
C (0.343, -4.031, 1.332)  -0.4916
O (-0.390, -3.083, 1.028)  -0.0058
N (0.145, -4.594, 2.612)  0.0179
C (-0.741, -4.010, 3.631)  -0.0571
H (0.417, -5.151, -0.444)  0.0815
H (1.571, -5.725, 0.750)  0.0993
H (1.817, -4.144, -0.139)  0.0923
H (0.663, -5.383, 2.931)  0.1118
H (-1.328, -3.283, 3.141)  0.0458
H (-0.209, -3.622, 4.453)  0.0493
H (-1.427, -4.840, 3.995)  0.1066
C (4.954, 1.025, -0.775)  0.0020
C (4.914, 1.642, -2.132)  -0.5673
O (5.306, 0.979, -3.076)  0.0249
N (4.477, 2.933, -2.267)  0.0432
C (4.502, 3.547, -3.633)  -0.0280
H (5.110, 1.696, 0.047)  0.0727
H (5.872, 0.361, -0.866)  0.1113
H (4.171, 0.298, -0.557)  0.0626
H (4.089, 3.427, -1.516)  0.0801
H (5.507, 3.519, -3.963)  0.0681
H (4.279, 4.562, -3.309)  0.0878
H (3.896, 3.130, -4.415)  0.0678
C (0.499, -0.792, 6.027)  0.0078
C (0.493, -0.253, 4.626)  -0.5139
O (0.415, -0.954, 3.627)  0.0259
N (0.626, 1.110, 4.617)  0.0166
C (0.615, 1.911, 3.401)  -0.0522
H (-0.353, -1.477, 6.223)  0.0987
H (0.445, -0.049, 6.771)  0.0557
H (1.413, -1.391, 6.122)  0.0953
H (0.544, 1.724, 5.424)  0.1396
H (-0.117, 1.547, 2.726)  0.0568
H (1.641, 1.930, 2.992)  0.0900
H (0.316, 2.900, 3.693)  0.0895
C (-1.870, 1.748, -2.558)  -0.0981
O (-1.183, 0.466, -2.727)  -0.2660
H (-2.026, 1.924, -1.429)  0.0822
H (-1.222, 2.596, -2.935)  0.0930
H (-2.799, 1.880, -3.087)  0.0632
H (-0.280, 0.702, -3.070)  0.0143
C (-0.324, -2.219, -3.934)  -0.1261
O (-0.896, -2.238, -2.603)  -0.1772
H (-0.340, -1.121, -4.316)  0.0925
H (0.734, -2.529, -3.896)  0.0735
H (-0.882, -2.883, -4.613)  0.0803
H (-1.274, -1.342, -2.496)  0.0176
C (2.269, 0.536, -4.494)  -0.1157
O (1.383, 0.920, -3.453)  -0.1862
H (3.333, 0.395, -4.204)  0.0749
H (1.955, -0.486, -4.975)  0.1094
H (2.193, 1.225, -5.323)  0.0767
H (1.615, 1.813, -3.251)  0.0419
C (3.637, -1.032, 2.864)  -0.1142
O (2.620, -1.409, 1.888)  -0.2330
H (3.455, -0.103, 3.289)  0.0406
H (3.679, -1.846, 3.659)  0.0989
H (4.572, -1.087, 2.248)  0.0927
H (1.770, -1.216, 2.333)  -0.0027
C (-5.465, -0.634, -3.551)  -0.1481
O (-4.875, -1.860, -3.149)  -0.1335
H (-5.777, -0.103, -2.640)  0.0890
H (-4.860, -0.066, -4.164)  0.0387
H (-6.304, -0.894, -4.235)  0.0919
H (-4.023, -1.653, -2.726)  0.0561
C (-3.625, 3.522, 1.640)  -0.1255
O (-4.664, 2.747, 2.364)  -0.1565
H (-4.037, 4.459, 1.196)  0.0855
H (-2.744, 3.675, 2.305)  0.0747
H (-3.260, 2.869, 0.806)  0.0612
H (-5.138, 3.439, 2.848)  0.0599
C (-3.992, -2.976, -0.428)  -0.1806
O (-2.925, -2.153, -0.685)  -0.1556
H (-4.183, -3.807, -1.118)  0.0884
H (-3.925, -3.324, 0.608)  0.0861
H (-4.916, -2.422, -0.658)  0.0854
H (-2.079, -2.676, -0.770)  0.0934
C (-2.648, -0.419, 1.924)  -0.1699
O (-2.229, 0.245, 0.783)  -0.2153
H (-2.016, -1.264, 2.176)  0.0512
H (-2.614, 0.275, 2.749)  0.0715
H (-3.754, -0.725, 1.813)  0.1157
H (-2.315, -0.356, 0.028)  0.0323

---

Q: Among the records above, which one has the highest HOMO-LUMO gap?
A: C17H53AsCsF6N3O11

---

Q: The highest maximum force belongs to which entry?
A: C17H52NO10Y

---

Q: The lowest net charge belongs to which entry?
A: C17H53AsCsF6N3O11